Entry 1:
Molecular formula: C5H12O3Sr
Method: DFT, wB97M-V/def2-TZVPD

CARTESIAN COORDINATES (ANGSTROEM)
H  -4.04030  1.19184  0.40005
C  3.19243  0.06021  0.39226
O  2.82789  1.30102  -0.12556
C  2.15462  -1.00869  0.06500
O  0.85905  -0.46138  0.39230
C  -0.23466  -1.33725  0.13972
C  -1.51658  -0.53410  0.18508
O  -1.30421  0.64214  -0.55932
C  -2.42806  1.49862  -0.59652
Sr  1.07334  1.73582  -0.11110
H  3.31164  0.10218  1.49331
H  4.15596  -0.29300  -0.01856
H  2.30613  -1.92553  0.65161
H  2.16137  -1.25456  -1.00909
H  -0.25670  -2.11186  0.91879
H  -0.10434  -1.81334  -0.84417
H  -1.78504  -0.26914  1.22352
H  -2.34036  -1.12838  -0.24517
H  -2.42751  2.47738  -1.43840
H  -3.18797  0.99171  -1.21591
H  -2.41667  2.13631  0.30215

Values from the calculation:
**E**: -453.7082 Eh
**Expectation value of S²**: 0.7522
**LUMO level (spin up / spin down)**: -0.1368 / -0.1373 hartree
**Energy above the lowest of the compared OMol25 structures with the same formula, charge and spin**: 79.8 kcal per mole
**Multiplicity**: 2
**Total charge**: +1
**Largest force on an atom**: 10.53 eV/A

---

Entry 2:
Molecular formula: C5H12OS
Method: DFT, wB97M-V/def2-TZVPD

CARTESIAN COORDINATES (ANGSTROEM)
S  0.23423  0.02597  2.37799
C  -1.15520  -0.04569  1.18378
C  1.16697  1.49102  1.83576
C  -0.62356  -0.08075  -0.20212
C  1.55577  1.36949  0.31964
C  0.33417  1.14957  -0.62375
H  -1.71110  -0.98288  1.37899
H  -1.86426  0.79651  1.29935
H  2.09968  1.61228  2.41952
H  0.58907  2.43093  1.92564
H  0.01378  -0.97571  -0.33740
H  -1.47396  -0.16367  -0.90597
H  2.11479  2.27562  0.01652
H  2.22780  0.49971  0.18807
H  -0.21698  2.10448  -0.72276
H  0.63666  0.82871  -1.63912
O  -1.32456  -3.91408  -2.48937
H  -1.38071  -4.88594  -2.63285
H  -1.22257  -3.53557  -3.39191

Values from the calculation:
**E**: -671.1236 Eh
**LUMO level**: 0.0291 hartree
**Energy above the lowest of the compared OMol25 structures with the same formula, charge and spin**: 6.0 kcal per mole
**Structure (SMILES)**: C1CCSCC1.O
**Total charge**: 0
**Largest force on an atom**: 2.09 eV/A

---

Entry 3:
Molecular formula: C5H12OS2
Method: DFT, wB97M-V/def2-TZVPD

CARTESIAN COORDINATES (ANGSTROEM)
C  2.25233  1.47337  -1.40982
C  1.34873  0.05968  0.24270
C  -0.08260  0.60640  0.26959
C  -0.52549  -1.58767  -1.51549
C  -1.30817  -1.34889  1.91562
H  2.92311  1.43760  -2.27783
H  1.34320  1.99295  -1.73657
H  2.74918  2.04475  -0.61755
H  1.90875  0.56891  1.04126
H  1.34267  -1.01424  0.50127
H  -0.04136  1.67577  0.16912
H  -1.10097  -1.90035  -2.38154
H  0.51102  -1.54618  -1.78168
H  -0.65473  -2.27609  -0.67023
H  -0.44790  -2.01742  1.80507
H  -1.80412  -1.51512  2.87665
H  -2.03642  -1.49249  1.12975
O  2.00832  0.15256  -0.99548
S  -1.12011  0.08066  -1.12422
S  -0.80912  0.39460  1.92988

Values from the calculation:
**E**: -1069.2910 Eh
**LUMO level**: 0.0281 hartree
**Energy above the lowest of the compared OMol25 structures with the same formula, charge and spin**: 18.3 kcal per mole
**Structure (SMILES)**: COCC(SC)SC
**Total charge**: 0
**Largest force on an atom**: 0.69 eV/A

---

Entry 4:
Molecular formula: C5H12OSSi2
Method: DFT, wB97M-V/def2-TZVPD

CARTESIAN COORDINATES (ANGSTROEM)
C  0.02165  1.20284  -1.69638
C  -0.75208  1.81946  1.01460
C  -3.07101  0.74988  -1.13180
C  0.17380  -2.89026  -0.27037
C  2.91355  0.21045  1.63950
O  0.45614  2.22189  -2.08960
Si  -1.31188  0.87215  -0.33519
Si  -0.56048  -1.28054  -0.92674
S  1.03314  -0.37708  -2.01255
H  0.26913  2.03715  1.28776
H  -1.45657  2.17223  1.77216
H  2.77394  0.57616  0.58488
H  -3.85129  0.84953  -0.36621
H  -3.29581  1.50964  -1.85101
H  -3.24231  -0.36807  -1.37022
H  1.19122  -2.96057  -0.40675
H  -0.04091  -2.91518  0.83666
H  -0.23562  -3.86499  -0.56375
H  2.61416  0.92685  2.38460
H  2.36962  -0.70983  1.65283
H  4.00160  0.21829  1.84757

Values from the calculation:
**E**: -1250.0133 Eh
**LUMO level (spin up / spin down)**: -0.0522 / -0.0397 hartree
**Energy above the lowest of the compared OMol25 structures with the same formula, charge and spin**: 72.5 kcal per mole
**Total charge**: 0
**Largest force on an atom**: 3.19 eV/A

---

Entry 5:
Molecular formula: C5H12OSi
Method: DFT, wB97M-V/def2-TZVPD

CARTESIAN COORDINATES (ANGSTROEM)
C  2.33845  0.53374  -0.06423
C  1.11494  0.98287  -0.39165
C  0.73526  2.30069  -1.06956
C  -0.26158  -2.01686  2.03280
C  -1.34971  -0.98992  -1.13551
O  0.33899  -0.94881  1.36748
Si  -0.26595  -0.09910  0.12458
H  2.28319  -0.44977  0.34975
H  3.38304  0.94620  -0.15958
H  1.10883  2.07839  -2.10438
H  1.35979  3.07948  -0.45325
H  -0.28815  2.30854  -0.90507
H  -1.07604  -2.60161  1.72806
H  -0.52099  -1.59174  3.00891
H  0.57775  -2.67051  2.18962
H  -1.49962  -0.43988  -2.06638
H  -0.87661  -1.94823  -1.13019
H  -2.44625  -1.19939  -0.81019
H  -1.53560  1.53936  0.96207

Values from the calculation:
**E**: -562.1927 Eh
**Expectation value of S²**: 2.0069
**LUMO level (spin up / spin down)**: 0.0309 / -0.0667 hartree
**Energy above the lowest of the compared OMol25 structures with the same formula, charge and spin**: 46.1 kcal per mole
**Multiplicity**: 3
**Total charge**: 0
**Largest force on an atom**: 4.61 eV/A

---

Entry 6:
Molecular formula: C5H12S
Method: DFT, wB97M-V/def2-TZVPD

CARTESIAN COORDINATES (ANGSTROEM)
C  1.72998  -0.73993  1.14481
S  0.09348  -0.50374  2.00184
C  0.71310  -0.91203  3.66192
H  1.69013  -0.72838  0.05785
H  2.02745  -1.72915  1.46851
H  2.36998  0.06005  1.50490
H  0.24135  -0.23552  4.36851
H  0.44219  -1.94723  3.83987
H  1.78712  -0.75640  3.67348
C  -2.14027  0.35241  -2.96183
C  -0.99330  0.57507  -2.00007
C  -0.24084  1.67265  -1.98265
H  -2.98963  -0.02402  -2.37164
H  -2.47252  1.26989  -3.43566
H  -1.85087  -0.48363  -3.59652
H  -0.67311  -0.26477  -1.38590
H  0.82186  1.70967  -1.75118
H  -0.55610  2.68507  -2.23625

Values from the calculation:
**E**: -595.8234 Eh
**LUMO level**: 0.0403 hartree
**Energy above the lowest of the compared OMol25 structures with the same formula, charge and spin**: 36.8 kcal per mole
**Structure (SMILES)**: C=CC.CSC
**Total charge**: 0
**Largest force on an atom**: 2.42 eV/A

---

Entry 7:
Molecular formula: C5H12S
Method: DFT, wB97M-V/def2-TZVPD

CARTESIAN COORDINATES (ANGSTROEM)
C  1.15922  2.37223  1.04013
C  1.21795  1.52213  -0.22049
C  -0.05731  0.69174  -0.60911
C  0.12158  -0.81456  -0.01122
S  -0.64101  -1.93298  -1.28278
C  -1.94163  -2.95024  -0.42564
H  2.10179  2.81291  1.30351
H  0.45462  3.22076  0.94531
H  0.88471  1.74417  1.90389
H  2.12408  0.84090  -0.03335
H  1.34189  2.19795  -1.09552
H  -0.23915  0.86728  -1.65473
H  -0.96528  1.01276  -0.02635
H  1.09649  -1.29588  -0.05703
H  -0.19164  -0.82568  1.03607
H  -1.78958  -3.82797  -0.98569
H  -2.90070  -2.48731  -0.42083
H  -1.77604  -3.14822  0.59384

Values from the calculation:
**E**: -595.8372 Eh
**LUMO level**: 0.0399 hartree
**Energy above the lowest of the compared OMol25 structures with the same formula, charge and spin**: 28.1 kcal per mole
**Structure (SMILES)**: CCCCSC
**Total charge**: 0
**Largest force on an atom**: 3.79 eV/A

---

Entry 8:
Molecular formula: C5H12S
Method: DFT, wB97M-V/def2-TZVPD

CARTESIAN COORDINATES (ANGSTROEM)
C  -1.75649  1.06765  0.44105
C  -0.96215  -0.42271  -1.44362
C  1.71188  -1.14663  0.75161
C  -0.95436  -0.10731  -0.00214
C  0.97060  0.22134  0.60008
S  1.58838  1.49859  -0.47588
H  -1.96912  0.99135  1.45594
H  -2.67630  1.04248  -0.17670
H  -1.25140  2.06250  0.29730
H  -0.51450  0.46763  -1.91627
H  -0.25032  -1.17453  -1.67178
H  -1.83501  -0.77029  -1.87719
H  1.91625  -1.73110  -0.13391
H  1.13077  -1.58184  1.65828
H  2.76782  -1.02429  1.25574
H  -1.09532  -1.02062  0.65147
H  0.58777  0.74360  1.49481
H  2.59151  0.88419  -0.90877

Values from the calculation:
**E**: -595.6409 Eh
**Expectation value of S²**: 2.0080
**LUMO level (spin up / spin down)**: 0.0309 / -0.0522 hartree
**Energy above the lowest of the compared OMol25 structures with the same formula, charge and spin**: 27.8 kcal per mole
**Multiplicity**: 3
**Total charge**: 0
**Largest force on an atom**: 6.66 eV/A

---

Entry 9:
Molecular formula: C5H12S
Method: DFT, wB97M-V/def2-TZVPD

CARTESIAN COORDINATES (ANGSTROEM)
C  -0.44628  1.63860  -1.46135
S  1.25078  1.09132  -1.36089
C  1.10076  -0.56103  -2.04951
H  -1.02131  1.09939  -0.70746
H  -0.83421  1.36646  -2.44833
H  -0.46297  2.72134  -1.41375
H  2.08030  -0.94996  -2.26219
H  0.51898  -1.12073  -1.31137
H  0.50567  -0.49034  -2.94944
C  -0.22884  0.42360  2.35267
C  0.07894  -0.67902  1.39588
C  -0.67917  -1.75294  1.19652
H  -0.07775  1.42512  1.93193
H  -1.27896  0.39263  2.65008
H  0.39161  0.38089  3.24331
H  1.03019  -0.60878  0.86324
H  -0.33601  -2.55527  0.55673
H  -1.59174  -1.82129  1.77392

Values from the calculation:
**E**: -595.5399 Eh
**Expectation value of S²**: 0.7530
**LUMO level (spin up / spin down)**: -0.1227 / -0.3073 hartree
**Energy above the lowest of the compared OMol25 structures with the same formula, charge and spin**: 15.7 kcal per mole
**Multiplicity**: 2
**Total charge**: +1
**Largest force on an atom**: 0.85 eV/A

---

Entry 10:
Molecular formula: C5H12S2
Method: DFT, wB97M-V/def2-TZVPD

CARTESIAN COORDINATES (ANGSTROEM)
C  -0.91949  -1.45173  2.24315
C  -1.39308  -0.27699  3.13962
C  -0.67975  -1.10606  0.80349
S  0.54037  0.28183  0.55573
S  -0.10139  1.10246  -1.16819
C  1.15987  0.55203  -2.41938
C  1.67961  1.68512  -3.27181
H  -1.76298  -2.15215  2.27035
H  -0.07320  -1.97018  2.69657
H  -0.69657  0.55125  3.22139
H  -1.65071  -0.70496  4.10935
H  -2.31400  0.13001  2.71806
H  -0.29576  -1.98560  0.29000
H  -1.54996  -0.71827  0.27836
H  1.97044  0.01147  -1.93706
H  0.64065  -0.15947  -3.06345
H  1.33895  2.65499  -2.88060
H  1.34056  1.82274  -4.30604
H  2.76643  1.73350  -3.27954

Values from the calculation:
**E**: -994.0680 Eh
**LUMO level**: 0.0313 hartree
**Energy above the lowest of the compared OMol25 structures with the same formula, charge and spin**: 5.8 kcal per mole
**Structure (SMILES)**: CCCSSCC
**Total charge**: 0
**Largest force on an atom**: 1.93 eV/A

---

Entry 11:
Molecular formula: C5H12S2
Method: DFT, wB97M-V/def2-TZVPD

CARTESIAN COORDINATES (ANGSTROEM)
C  0.08822  2.80548  -0.57781
C  1.33737  2.52646  -0.20188
H  -0.68255  2.02682  -0.60637
H  -0.20276  3.82129  -0.86878
H  1.62836  1.51065  0.08910
H  2.10815  3.30512  -0.17332
S  1.07307  -1.88073  0.00179
S  -1.85306  -1.03657  0.42478
C  0.84790  -1.25334  -1.66955
C  -1.23081  -0.17877  1.87899
C  -0.63291  -2.36725  0.34613
H  1.81725  -0.86032  -2.01955
H  0.10770  -0.43593  -1.69300
H  0.51880  -2.04598  -2.36240
H  -1.28301  -0.81236  2.78036
H  -0.18582  0.14384  1.73576
H  -1.85603  0.71539  2.04080
H  -0.98942  -3.06847  -0.43274
H  -0.61041  -2.91535  1.30765

Values from the calculation:
**E**: -994.0364 Eh
**LUMO level**: 0.0300 hartree
**Energy above the lowest of the compared OMol25 structures with the same formula, charge and spin**: 25.7 kcal per mole
**Structure (SMILES)**: CSCSC.C=C
**Total charge**: 0
**Largest force on an atom**: 0.61 eV/A